Entry 1:
17
Properties=species:S:1:pos:R:3:forces:R:3 method="wB97M-V/def2-TZVPD" multiplicity=1 max_force_ha_per_bohr=0.1163 e_tot_ha=-325.98615 total_charge=+1 gap_ha="0.2850 / 0.2850"
C -1.3126 0.0926 -1.2444 -0.33 1.02 1.76
C -2.0507 0.0573 -0.1613 1.81 -0.79 -2.66
C 2.1196 -0.4119 -0.4027 -2.21 0.74 1.70
C -0.2301 1.4865 0.6027 0.95 0.10 2.78
C 0.0402 -0.9190 0.7026 4.79 -0.06 -3.58
N -0.5913 0.1953 0.1138 -3.38 0.20 -1.71
O -0.3413 -2.1284 0.3484 -1.08 -0.46 -0.34
H -1.0021 0.4172 -2.2538 -0.29 -0.69 0.71
H -2.8519 -0.3070 0.4112 -1.12 0.12 0.60
H 2.4217 0.3148 0.4070 0.49 -1.50 -0.82
H 2.6479 -1.3914 -0.6064 -0.68 1.53 0.43
H 1.7957 0.2596 -1.2487 0.26 -1.32 0.48
H -0.8664 2.2640 0.1463 -0.05 -0.40 1.12
H -0.0751 1.2819 1.7678 -1.03 1.47 -2.21
H 0.7535 1.6751 0.2815 1.32 0.39 -0.53
H 0.1563 -0.8085 1.7119 0.49 0.33 2.53
H -0.6135 -2.0780 -0.5759 0.06 -0.68 -0.25



Entry 2:
17
Properties=species:S:1:pos:R:3:forces:R:3 method="wB97M-V/def2-TZVPD" multiplicity=1 smiles="C=C1C[C@]1([NH3+])CO" max_force_ha_per_bohr=0.0889 e_tot_ha=-326.13417 total_charge=+1 gap_ha=0.4042
C 1.3505 -0.2860 0.0148 0.05 0.23 -2.16
C 2.3969 -0.8085 -0.6287 -3.00 -0.52 -1.26
C 0.7650 0.4640 1.1300 0.18 -0.36 -3.43
C -0.1089 -0.0657 -0.2576 2.40 1.26 3.68
C -1.2336 -0.9306 0.1709 -1.80 -0.87 1.05
N -0.7319 1.0867 -0.9660 -1.09 -2.20 -1.15
O -2.2274 0.0212 0.6854 0.46 1.00 0.51
H 2.1768 -1.3038 -1.6453 0.78 0.85 1.80
H 3.3206 -0.8638 -0.1423 1.44 -0.05 0.27
H 0.6510 -0.2262 1.9054 -0.56 -0.15 1.86
H 1.0510 1.5247 1.1941 -0.36 -0.60 0.39
H -1.1590 -1.6313 1.0622 0.98 0.42 -1.69
H -1.6890 -1.4317 -0.7264 0.09 0.27 1.06
H -0.4203 1.9813 -0.7011 0.80 1.36 0.45
H -1.7700 0.9424 -0.5238 1.16 0.41 -0.86
H -0.6049 0.9735 -1.9917 -0.57 0.27 0.70
H -1.7669 0.5539 1.4201 -0.98 -1.32 -1.21



Entry 3:
17
Properties=species:S:1:pos:R:3:forces:R:3 method="wB97M-V/def2-TZVPD" multiplicity=1 smiles=C#[N+][C@@H](C)OCC max_force_ha_per_bohr=0.0247 e_tot_ha=-326.18860 total_charge=+1 gap_ha=0.4101
C 2.8551 0.8091 0.6407 -0.52 -0.83 -0.43
C -1.8650 1.5651 0.2404 0.33 -0.25 -0.09
C 1.0992 -2.1000 0.6496 -0.21 0.01 0.01
C -0.9331 0.7072 -0.5937 -0.40 0.35 -0.36
C 0.8478 -0.8284 -0.1317 0.33 -0.69 -0.12
N 2.1468 0.0322 0.1993 0.56 1.12 0.23
O -0.1796 -0.1230 0.3138 -0.22 -0.12 0.45
H 3.5373 1.5137 1.0558 0.27 0.27 0.13
H -2.4463 0.9360 0.9077 -0.10 -0.04 0.04
H -1.3023 2.2775 0.8374 0.02 0.08 0.05
H -2.5436 2.1070 -0.4101 -0.06 0.07 -0.08
H 1.1554 -1.8823 1.7156 -0.02 0.04 -0.04
H 2.0118 -2.5928 0.3240 0.03 0.02 -0.05
H 0.2587 -2.7707 0.4887 -0.05 -0.01 -0.08
H -0.2565 1.3257 -1.1968 0.02 -0.13 0.11
H -1.5038 0.0510 -1.2602 0.16 0.05 0.06
H 0.9374 -0.9434 -1.2198 -0.14 0.07 0.18



Entry 4:
18
Properties=species:S:1:pos:R:3:forces:R:3 method="wB97M-V/def2-TZVPD" multiplicity=1 max_force_ha_per_bohr=0.0756 e_tot_ha=-401.47656 total_charge=+1 gap_ha=0.3964
C 3.1502 -0.0648 0.0156 1.70 1.81 0.68
C -0.5074 0.6814 -0.8255 -2.16 -0.18 1.45
C -0.5896 -0.4748 -0.1130 1.98 2.42 -0.33
C -1.1668 1.9597 -0.2829 2.93 2.56 0.07
C -0.6266 -0.5949 1.3929 -3.02 1.42 -0.74
N -0.1246 -1.7313 -0.7540 -0.76 0.74 0.83
O 2.2438 -0.7370 -0.1962 -0.99 -1.29 -0.41
O 4.0112 0.6622 0.2590 -0.13 -0.40 -0.18
H -0.2842 0.8400 -1.8930 0.12 -0.98 0.49
H -0.8246 2.8081 -1.0198 -0.95 -1.41 1.56
H -0.9315 2.3710 0.7838 0.14 -1.19 -1.81
H -2.2213 1.9118 -0.2731 -1.24 -0.29 -0.44
H 0.2203 -0.9549 1.8458 2.18 -1.37 0.69
H -1.5245 -1.0336 1.8046 -0.23 -1.34 -0.32
H -0.8191 0.3211 1.9243 0.47 1.17 -0.54
H 0.8567 -1.8198 -0.8867 1.59 0.19 0.75
H -0.4210 -1.7222 -1.7067 -1.38 -0.91 -0.71
H -0.4409 -2.4221 -0.0751 -0.27 -0.94 -1.04



Entry 5:
19
Properties=species:S:1:pos:R:3:forces:R:3 method="wB97M-V/def2-TZVPD" multiplicity=1 smiles="CNP=O.CC=O.C#C" max_force_ha_per_bohr=0.1086 e_tot_ha=-742.97797 total_charge=0 gap_ha=0.3850
C 1.7348 -3.5183 -0.3806 -1.75 2.07 -1.24
C 1.1575 -2.7540 -1.1528 1.41 -2.36 -0.36
C 2.4837 2.8941 2.4219 -1.05 -2.98 -0.86
C -3.8473 -0.6863 -2.0102 2.97 -1.12 4.59
C 2.6137 2.3044 3.7564 2.29 -0.83 0.91
N -2.4659 -0.0814 -2.1462 -0.73 2.48 0.88
O -1.5365 -2.1266 -3.2666 -0.55 -2.73 -0.96
O 2.2757 1.1690 3.9670 -0.42 0.05 0.50
P -1.1063 -0.8476 -2.7753 -0.38 3.26 1.20
H 2.0334 -4.1028 0.4442 0.36 -0.21 0.33
H 2.0472 3.8062 2.5349 -2.14 2.56 -0.05
H 3.3487 3.1635 1.9099 2.20 0.03 -0.42
H 1.9670 2.1107 1.7880 0.12 1.35 0.62
H -4.1251 -0.7010 -0.8054 0.50 0.20 -3.17
H -4.5298 -0.1489 -2.5545 -1.74 1.04 -1.29
H -3.7145 -1.7317 -2.2828 -0.45 0.13 -0.31
H 3.2395 2.8499 4.5544 -1.01 -0.18 -0.71
H 0.8543 -2.5705 -2.1973 0.10 0.33 1.31
H -2.4300 0.9712 -1.8049 0.25 -3.09 -0.99



Entry 6:
19
Properties=species:S:1:pos:R:3:forces:R:3 method="wB97M-V/def2-TZVPD" multiplicity=1 smiles="CC(C)[C@@](O)(C=O)N[O-]" max_force_ha_per_bohr=0.0726 e_tot_ha=-476.88473 total_charge=-1 gap_ha="0.2210 / 0.2209"
C 2.0501 0.3248 0.0674 1.31 -0.82 -1.60
C -1.6926 -0.5382 0.3501 -0.84 -1.79 1.20
C -0.7548 1.7980 0.1808 -0.07 -2.71 -1.59
C -0.4255 0.2851 0.5019 -1.05 1.87 1.90
C 0.7426 -0.2689 -0.2431 0.48 -2.45 -2.77
N 0.7948 -1.7686 -0.2108 -2.36 1.95 0.63
O 0.3533 -2.5467 0.8515 0.09 0.81 -0.08
O 2.2447 1.0016 1.0267 0.47 1.23 1.74
O 0.8011 0.0271 -1.9503 -1.75 -1.44 2.23
H 2.9561 0.0613 -0.6105 -1.38 -0.01 0.53
H -2.6250 -0.0460 0.6952 0.63 0.26 -0.24
H -1.8506 -0.8774 -0.6627 -0.03 0.18 -0.58
H -1.6537 -1.5178 0.9264 0.41 1.23 -0.63
H -1.5573 2.2151 0.6912 -1.72 0.10 1.56
H -1.0569 1.8971 -0.8491 0.20 -0.06 -0.69
H 0.0238 2.4352 0.3672 2.38 1.42 0.29
H -0.1340 0.3297 1.6170 -0.17 -0.53 -1.62
H 1.6411 -2.1288 -0.5165 2.18 -0.31 -0.84
H 0.1429 -0.6824 -2.2323 1.21 1.10 0.54



Entry 7:
19
Properties=species:S:1:pos:R:3:forces:R:3 method="wB97M-V/def2-TZVPD" multiplicity=2 s2=0.755 max_force_ha_per_bohr=0.0464 e_tot_ha=-476.92720 total_charge=0 gap_ha="0.3711 / 0.2084"
C 1.5927 1.1799 -0.2506 -1.19 0.34 1.51
C 1.0087 2.1361 0.8524 0.28 -0.81 -0.66
C 0.7127 1.1991 -1.4657 -0.72 -0.18 -1.13
O 1.1000 1.1877 -2.6202 0.49 0.11 0.43
N -0.6653 1.2358 -1.2583 -0.20 -0.47 0.33
H 2.5466 1.6444 -0.4467 0.49 -0.74 -0.57
H 1.6263 0.1303 0.1078 0.36 0.58 -0.20
H 1.4385 1.9479 1.8432 0.16 0.28 -0.39
H -0.0672 2.0776 0.9446 -0.20 -0.08 0.07
H -1.1929 0.9451 -2.0678 0.23 0.20 -0.31
H -1.0814 0.8074 -0.4381 0.48 0.52 0.04
H 1.2482 3.1017 0.4231 -0.07 0.56 0.70
C -1.6618 -2.9483 1.1906 0.89 -1.12 0.20
C -0.7751 -1.6768 1.0850 1.37 -1.41 1.35
O -1.4835 -0.8220 0.4803 -0.98 0.93 -0.81
O 0.3345 -1.5501 1.5633 -0.74 -0.16 -0.54
H -2.7174 -2.7578 1.0756 -0.19 -0.01 0.18
H -1.3718 -3.4261 2.1336 -0.47 0.65 0.32
H -1.3501 -3.7600 0.5161 0.00 0.81 -0.54



Entry 8:
19
Properties=species:S:1:pos:R:3:forces:R:3 method="wB97M-V/def2-TZVPD" multiplicity=1 max_force_ha_per_bohr=0.0966 e_tot_ha=-476.59598 total_charge=+1 gap_ha=0.3532
C -1.6280 -0.0526 -0.1834 -3.21 -1.23 0.48
C -1.0925 -1.4507 -0.0135 -0.76 0.66 -1.54
C 0.3926 -1.6282 -0.2415 2.48 -1.23 -1.40
C 1.1693 -0.4195 0.1570 -4.44 -1.85 1.24
C 2.5079 1.4331 0.1754 1.88 0.65 0.24
N -0.8787 0.9345 -0.1437 2.64 0.59 -0.59
O -3.0144 -0.0508 -0.1454 1.43 2.73 -0.69
O -1.0641 2.2974 -0.2165 1.70 -1.48 0.70
O 2.0886 0.0884 -0.4454 2.39 2.57 -0.01
H -1.4526 -1.6103 0.9548 0.16 -0.98 1.97
H -1.7705 -2.0727 -0.6313 1.00 -0.04 -0.01
H 0.8535 -2.4225 0.4494 -0.79 0.74 -0.88
H 0.7109 -1.9037 -1.3104 -0.81 0.20 1.48
H 0.7211 -0.0654 1.0673 0.97 0.81 0.79
H 1.6604 1.8909 0.7118 0.22 -0.57 -0.41
H 2.8236 2.0709 -0.6704 -0.43 -0.60 0.30
H 3.4343 1.3497 0.8657 -1.71 -0.57 -1.18
H -3.5159 -0.8263 0.0591 0.20 -1.12 0.12
H -1.9458 2.4378 -0.4391 -2.92 0.70 -0.62



Entry 9:
20
Properties=species:S:1:pos:R:3:forces:R:3 method="wB97M-V/def2-TZVPD" multiplicity=1 max_force_ha_per_bohr=0.0756 e_tot_ha=-551.92343 total_charge=+1 gap_ha=0.3935
C -2.5586 0.2858 0.2374 -0.75 -0.57 -0.08
C 2.0931 -0.3404 0.2036 1.83 -0.57 -0.19
C 1.0761 -0.6940 1.2951 3.26 0.01 1.58
C -0.2367 0.7379 0.0730 2.16 -1.45 -0.15
C -1.3141 -0.0242 -0.6101 -1.24 -0.22 -1.11
N 1.2637 0.0367 -0.9511 -2.29 -2.90 1.21
O -3.6071 -0.2837 0.1574 0.68 0.00 -0.15
O 0.2515 0.4184 1.2640 -1.59 0.69 0.57
O -0.4225 2.0075 -0.0854 -1.24 0.04 -2.19
O -1.0433 -1.3580 -0.9348 0.12 -0.76 0.27
H -2.3704 1.1195 0.9133 -0.43 0.36 0.41
H 2.6507 0.6023 0.4611 -0.20 -1.24 0.03
H 2.7945 -1.2571 0.0461 -1.08 1.86 -0.05
H 0.6653 -1.6431 1.0725 -1.21 -0.78 -0.22
H 1.5637 -0.7714 2.3443 -0.87 0.33 -1.84
H -1.4119 0.5240 -1.5403 -0.44 0.46 -0.31
H 1.6163 0.6943 -1.5899 0.72 0.86 -0.95
H 0.7893 -0.8274 -1.4119 1.15 1.94 0.70
H -0.0947 2.5811 0.5712 1.05 0.94 1.65
H -1.7049 -1.8081 -1.5156 0.36 0.99 0.81



Entry 10:
18
Properties=species:S:1:pos:R:3:forces:R:3 method="wB97M-V/def2-TZVPD" multiplicity=1 max_force_ha_per_bohr=0.1044 e_tot_ha=-724.22617 total_charge=+1 gap_ha=0.1597
C 0.6906 -0.7015 -1.6941 2.61 0.66 -3.55
C 0.7098 0.2229 -0.7812 -1.57 -0.20 1.58
C 0.8003 1.0760 1.5908 -1.29 1.06 0.41
C -0.1720 -1.1563 1.0720 -0.56 0.29 0.20
C 0.3052 0.0409 0.6575 0.67 -2.72 -1.11
N -1.7551 0.5073 -2.2574 -5.26 0.62 0.87
O -3.7699 -0.0767 -1.0074 2.18 2.20 -1.64
S -3.2165 0.8789 -2.1748 2.52 -2.75 1.85
H 1.0916 -0.6739 -2.7788 -1.06 0.84 1.69
H -0.8889 0.9671 -2.4235 0.95 0.43 -0.82
H 0.7487 1.2005 -1.1128 0.71 2.38 -0.36
H 0.7055 -1.6598 -1.4087 -0.51 -3.70 1.15
H 0.8502 1.9913 0.9901 0.44 0.16 0.49
H 1.7903 0.7872 1.9678 -0.35 0.36 0.09
H 0.0414 1.2862 2.3981 1.11 -0.38 -0.49
H -0.4003 -1.2324 2.1423 0.16 -0.22 -0.38
H -4.3980 -0.6756 -0.6077 -1.07 -0.45 -0.43
H -0.4058 -2.0789 0.4687 0.30 1.42 0.44



Entry 11:
17
Properties=species:S:1:pos:R:3:forces:R:3 method="wB97M-V/def2-TZVPD" multiplicity=1 smiles="C=CN(P)C(=C)C" max_force_ha_per_bohr=0.1122 e_tot_ha=-592.47430 total_charge=0 gap_ha=0.3585
C -1.6182 0.1172 1.2505 3.58 -0.51 -4.49
C 0.1514 -0.8011 -1.8139 -0.78 1.98 1.44
C -0.6702 1.0718 1.1791 0.16 -2.80 -3.27
C 0.5176 -0.4916 -0.5579 1.30 -1.47 -0.93
C 1.2129 -1.5261 0.2765 1.69 -0.06 1.68
N 0.5300 0.7781 -0.0270 -2.98 1.78 3.11
P 0.7725 2.0576 -1.1095 -0.62 2.22 1.73
H -2.4283 -0.0430 1.8338 -2.29 0.41 2.09
H -1.5919 -0.6283 0.3431 0.27 0.87 2.12
H -0.3704 -0.1256 -2.4679 -0.03 0.49 -0.03
H 0.1399 -1.7753 -2.1345 0.54 -2.22 -0.73
H -0.8668 2.0828 1.4658 1.14 0.52 0.60
H 1.2672 -2.4897 -0.1961 -0.15 -0.39 -0.30
H 0.7207 -1.6411 1.2265 -0.75 -0.22 0.40
H 2.2852 -1.3299 0.7140 -1.71 0.38 -1.54
H -0.5892 2.6001 -1.1748 0.59 -0.30 -0.37
H 0.9944 3.0091 0.0536 0.05 -0.66 -1.50



Entry 12:
17
Properties=species:S:1:pos:R:3:forces:R:3 method="wB97M-V/def2-TZVPD" multiplicity=1 max_force_ha_per_bohr=0.0831 e_tot_ha=-649.03095 total_charge=+1 gap_ha="0.2169 / 0.2168"
C 1.0585 -0.6727 1.0516 1.63 0.15 -0.45
C 2.3535 0.0735 0.6721 -1.46 1.54 1.70
C 0.1614 -0.4320 -0.1987 0.29 -1.97 0.26
C -0.7727 0.7827 0.0651 0.67 0.19 -0.90
C 1.1945 -0.8070 -1.3456 -0.31 2.35 3.55
N -2.2362 0.6301 -0.7157 3.47 1.45 0.25
S 2.7601 -0.4989 -0.9293 -0.39 -0.61 -1.55
H 1.5503 -1.6141 1.4071 -1.63 -0.25 -0.90
H 0.5453 -0.2384 1.8649 -0.29 0.59 1.05
H 2.1845 1.1431 0.6560 -0.21 0.48 -0.64
H 3.0858 0.0416 1.4505 1.05 -0.88 -0.01
H -0.6259 -1.1485 -0.2994 -0.14 -1.41 -0.09
H -0.2732 1.6941 -0.2945 -0.85 0.14 -0.31
H 0.8258 -1.2351 -2.2078 -0.11 -0.73 -2.15
H -2.6315 -0.2095 -0.4489 -1.30 -1.90 1.79
H -2.2167 0.4821 -1.7074 -0.05 1.17 -1.03
H -2.7177 1.4491 -0.3477 -0.36 -0.30 -0.56